# 1
{
  "formula": "C21H30ClN3O3",
  "method": "wB97M-V/def2-TZVPD",
  "elements": ["C", "O", "C", "C", "N", "C", "C", "N", "C", "O", "C", "C", "C", "C", "O", "N", "C", "C", "C", "C", "C", "C", "Cl", "C", "C", "C", "C", "C", "H", "H", "H", "H", "H", "H", "H", "H", "H", "H", "H", "H", "H", "H", "H", "H", "H", "H", "H", "H", "H", "H", "H", "H", "H", "H", "H", "H", "H", "H"],
  "positions_angstrom": [[-7.83287, -1.06114, -0.87467], [-7.06004, 0.04901, -1.25984], [-5.97376, 0.34093, -0.41520], [-4.79866, -0.63766, -0.56655], [-3.71918, -0.30339, 0.34521], [-2.90687, 0.80308, -0.12372], [-1.91498, 1.21315, 0.96916], [-1.07832, 0.09074, 1.31846], [0.25679, -0.05259, 1.17262], [0.81287, -1.10580, 1.42798], [1.04931, 1.15707, 0.66973], [1.00771, 1.20482, -0.85780], [1.79333, 2.42123, -1.31945], [3.22747, 2.40518, -0.82156], [4.11602, 2.97771, -1.42789], [3.46460, 1.74254, 0.32921], [4.84808, 1.60365, 0.74897], [5.62691, 0.61413, -0.14019], [4.86237, -0.66602, -0.30484], [4.05505, -0.85732, -1.41976], [3.26467, -1.98618, -1.54157], [3.28281, -2.93794, -0.53584], [2.28775, -4.34203, -0.67321], [4.09488, -2.77878, 0.57496], [4.87828, -1.64451, 0.68299], [2.50150, 0.99883, 1.11538], [-1.87145, -1.04755, 1.74034], [-2.85800, -1.43666, 0.64235], [-8.14055, -0.98308, 0.17499], [-7.30051, -2.00753, -1.01900], [-8.71537, -1.05150, -1.51172], [-6.29018, 0.35262, 0.63781], [-5.66725, 1.35008, -0.69915], [-4.47129, -0.64962, -1.61938], [-5.14880, -1.64023, -0.31186], [-3.55264, 1.65145, -0.35180], [-2.35037, 0.53107, -1.04046], [-1.32752, 2.06204, 0.62848], [-2.48396, 1.50841, 1.85870], [0.63888, 2.08266, 1.08140], [-0.02039, 1.26071, -1.22073], [1.45958, 0.29156, -1.25033], [1.82833, 2.48437, -2.40822], [1.32221, 3.33900, -0.95521], [5.32636, 2.58447, 0.67993], [4.85427, 1.26842, 1.78702], [5.77949, 1.08295, -1.11225], [6.59889, 0.43071, 0.31982], [4.04226, -0.10904, -2.19914], [2.63705, -2.12876, -2.40802], [4.10382, -3.52948, 1.34920], [5.50507, -1.51404, 1.55336], [2.59427, 1.31911, 2.16118], [2.74827, -0.06919, 1.07267], [-1.19049, -1.87121, 1.95628], [-2.42483, -0.77504, 2.64458], [-3.47401, -2.26580, 0.99490], [-2.29679, -1.76962, -0.24834]],
  "atomic_forces_ev_per_a": [[0.0, 0.0, 0.0], [0.0, 0.1, -0.2], [0.2, 0.0, 0.0], [-0.3, 0.2, 0.0], [0.0, -0.1, -0.1], [0.0, 0.2, 0.2], [-0.1, 0.2, -0.3], [-0.4, -0.1, 0.1], [0.3, 0.4, 0.1], [0.2, -0.2, 0.0], [0.2, -0.3, -0.1], [-0.1, 0.3, 0.1], [0.0, -0.1, -0.1], [-0.5, 0.1, 0.0], [0.3, 0.1, -0.3], [0.1, 0.1, 0.1], [0.3, 0.2, -0.2], [-0.1, 0.1, 0.1], [0.2, 0.0, -0.1], [0.1, 0.0, 0.1], [-0.1, -0.1, 0.0], [0.1, 0.2, 0.0], [-0.2, -0.2, 0.0], [-0.1, 0.0, 0.0], [0.0, 0.0, -0.1], [-0.3, -0.4, 0.3], [0.0, -0.5, -0.1], [0.1, 0.1, 0.3], [0.0, 0.0, 0.0], [0.0, 0.0, 0.0], [0.0, -0.1, 0.1], [0.0, 0.0, -0.1], [0.0, 0.0, 0.1], [0.0, -0.1, 0.0], [0.0, 0.0, -0.1], [0.1, 0.0, 0.0], [0.0, 0.0, 0.0], [0.0, 0.0, 0.0], [0.0, 0.1, -0.1], [0.0, 0.0, -0.1], [0.0, -0.1, 0.0], [-0.1, -0.1, 0.0], [0.1, 0.1, 0.1], [0.0, 0.0, 0.0], [0.0, -0.1, 0.1], [0.0, 0.0, 0.0], [0.1, 0.0, 0.0], [0.1, 0.0, 0.0], [0.0, 0.1, -0.1], [-0.1, 0.0, -0.1], [0.0, -0.1, 0.1], [0.1, 0.0, 0.1], [0.0, -0.1, -0.1], [-0.1, 0.2, 0.1], [-0.1, 0.1, 0.0], [0.0, 0.0, 0.0], [0.0, 0.0, 0.0], [0.0, 0.0, 0.0]],
  "mulliken_charge": [-0.6657, -0.3685, -0.4533, -0.6303, 0.1412, -0.6621, -0.9328, 0.1397, 0.0204, -0.7023, 0.3761, 0.1295, -0.7170, 0.5625, -0.6993, 0.0985, -1.1990, -1.2384, -0.0959, 0.1115, -0.7979, 0.4340, -0.2518, -0.7493, -0.0978, -0.7067, -1.0051, -0.7000, 0.2952, 0.2791, 0.2525, 0.3423, 0.2583, 0.1876, 0.4367, 0.3061, 0.3706, 0.4330, 0.3323, 0.5972, 0.1214, -0.0297, 0.3816, 0.3361, 0.4787, 0.5206, 0.4209, 0.4772, 0.4774, 0.4710, 0.4290, 0.4230, 0.2458, 0.2164, 0.4418, 0.3681, 0.4721, 0.3178],
  "de_lowest_kj_mol": 1.0,
  "charge": 0,
  "multiplicity": 1,
  "smiles": "COCCN1CCN(C(=O)[C@@H]2CCC(=O)N(CCc3ccc(Cl)cc3)C2)CC1",
  "total_energy_ha": -1668.41895,
  "homo_energy_ha": -0.32043,
  "e_lumo_ev": 0.63,
  "orbital_gap_ev": 9.3
}


# 2
{
  "formula": "C5H5NS",
  "method": "wB97M-V/def2-TZVPD",
  "elements": ["C", "C", "C", "C", "C", "N", "S", "H", "H", "H", "H", "H"],
  "positions_angstrom": [[-0.66577, 1.94771, 0.26322], [1.47251, 0.13934, 0.74444], [-0.89898, 0.89735, -0.28751], [0.86557, -1.02569, 0.54352], [-1.17584, -0.52728, -0.66476], [-0.12981, -1.40189, -0.12280], [2.56482, 0.58349, -0.49418], [-0.16094, 2.92989, 0.37432], [1.81923, 0.31242, 1.70017], [-2.22878, -0.97027, -0.38109], [-1.05223, -0.54461, -1.78174], [-0.40978, -2.34045, 0.10640]],
  "atomic_forces_ev_per_a": [[1.0, 1.0, -1.0], [2.9, -0.1, -2.4], [-1.2, -1.0, 0.9], [0.5, -0.7, 0.6], [-1.1, 0.9, -1.3], [-1.7, -0.9, 0.6], [-0.6, 0.2, 0.4], [-0.9, -1.2, 0.2], [-0.1, 1.3, 2.4], [2.0, 1.3, -0.5], [-0.5, -0.3, 0.9], [-0.2, -0.5, -0.8]],
  "mulliken_charge": [0.0141, -0.2355, -0.3917, -0.2159, -0.2919, -0.0972, -0.2837, 0.3446, 0.3333, 0.2779, 0.2334, 0.3126],
  "de_lowest_kj_mol": 505.4,
  "charge": 0,
  "multiplicity": 1,
  "total_energy_ha": -646.26032,
  "homo_energy_ha": [-0.28716, -0.28718],
  "e_lumo_ev": [0.03, 0.03],
  "orbital_gap_ev": [7.8, 7.8]
}


# 3
{
  "formula": "C14H9IrN3O8S",
  "method": "wB97M-V/def2-TZVPD",
  "elements": ["Ir", "O", "C", "O", "C", "O", "O", "O", "C", "C", "C", "C", "C", "C", "C", "O", "N", "O", "O", "H", "H", "H", "H", "C", "C", "C", "C", "N", "C", "S", "N", "H", "H", "H", "H", "H"],
  "positions_angstrom": [[-3.68819, 0.11961, 0.40274], [-7.98029, -0.22069, 0.27314], [-6.79969, -0.06709, 0.37414], [-5.80039, -0.76279, 0.48464], [-6.33349, 1.65921, 0.38454], [-7.27359, 2.39351, 0.31984], [-5.11259, 1.76871, 0.47014], [-2.46739, -1.17509, 1.64724], [-1.24459, -1.32569, 1.41214], [-0.54659, -1.16929, 0.21914], [0.93581, -1.34639, 0.27164], [1.44271, -2.02859, -0.96076], [0.78371, -1.82019, -2.16796], [-0.40259, -1.13979, -2.22946], [-1.16669, -0.88279, -1.05216], [-2.36369, -0.49109, -1.19236], [2.49761, -2.89939, -0.87286], [2.84141, -3.53839, -1.87196], [3.07701, -3.03749, 0.22294], [-0.63179, -1.64159, 2.27424], [1.22681, -1.93359, 1.15034], [1.22731, -2.23949, -3.05846], [-0.88219, -0.91609, -3.16796], [3.97131, 3.46681, 0.29764], [3.18841, 2.20441, 0.44114], [3.78771, 0.96531, 0.76144], [2.97561, -0.12929, 0.69964], [1.65341, -0.03359, 0.46164], [1.08801, 1.23321, 0.42254], [-0.52509, 1.58391, 0.64254], [1.89781, 2.29211, 0.28714], [5.03781, 3.27401, 0.20494], [3.79291, 4.08521, 1.17834], [3.61051, 4.01301, -0.57186], [4.83231, 0.87471, 1.00574], [3.35081, -1.13529, 0.83624]],
  "atomic_forces_ev_per_a": [[-1.1, -0.6, -0.2], [-0.7, -1.8, 0.0], [-1.1, 7.3, -0.3], [4.9, -3.6, 0.3], [-5.3, -5.6, -0.3], [0.6, 1.8, 0.0], [6.5, 0.7, 0.2], [-2.3, 1.6, -1.0], [1.5, -0.5, -0.9], [-0.4, -0.1, 0.4], [-0.1, -0.6, 0.0], [-0.7, 0.5, 0.2], [0.2, -0.1, 0.3], [-0.6, 0.2, 0.0], [1.4, -0.7, 0.4], [-2.5, 1.0, 1.5], [0.3, -0.5, -0.2], [0.2, 0.0, 0.0], [0.2, -0.2, 0.1], [-0.3, 0.0, -0.1], [-0.2, 0.1, -0.2], [0.1, 0.1, -0.1], [0.0, -0.1, -0.1], [0.1, 0.0, 0.0], [0.2, -0.5, 0.2], [-0.3, 0.1, 0.0], [0.5, 0.1, 0.1], [0.3, 1.0, 0.0], [-0.1, -0.8, 0.1], [-1.3, 0.7, 0.1], [0.2, 0.6, -0.2], [0.0, 0.0, 0.0], [0.0, 0.1, 0.0], [0.0, 0.0, 0.0], [0.1, -0.1, -0.1], [0.0, 0.0, -0.1]],
  "mulliken_charge": [1.6570, -0.5707, 0.6265, -0.7184, 0.5788, -0.5544, -0.7220, -0.7284, 0.1062, -1.1221, -0.1033, -0.5365, -0.3007, -0.9305, 1.5234, -1.1100, 1.0730, -0.7380, -0.7461, 0.4058, 0.6333, 0.4854, 0.4399, -1.2313, 0.9205, -1.0338, 0.1812, 0.2698, 0.2880, -0.3318, -0.5056, 0.3569, 0.2753, 0.3453, 0.3647, 0.4527],
  "charge": -1,
  "multiplicity": 1,
  "total_energy_ha": -1807.44344,
  "homo_energy_ha": [-0.18229, -0.18382],
  "e_lumo_ev": [-0.36, 0.19],
  "orbital_gap_ev": [4.6, 5.2]
}


# 4
{
  "formula": "C5H10N2",
  "method": "wB97M-V/def2-TZVPD",
  "elements": ["C", "C", "N", "C", "C", "C", "N", "H", "H", "H", "H", "H", "H", "H", "H", "H", "H"],
  "positions_angstrom": [[-2.53657, 0.36769, -0.07859], [-1.35468, -0.31969, -0.70032], [-0.27875, 0.27652, -1.12691], [0.80819, -0.64084, -1.25031], [1.62727, -0.74687, -0.00282], [2.03276, 0.44221, 0.80368], [1.08916, -0.54843, 1.33817], [-3.46373, 0.12397, -0.61176], [-2.43384, 1.46129, -0.05033], [-2.66732, 0.01781, 0.95033], [-0.98992, -1.37637, -0.79983], [-0.24305, 1.29824, -1.22070], [1.39449, -0.48340, -2.14840], [2.33447, -1.57417, -0.04510], [2.99136, 0.49882, 1.31426], [1.64158, 1.41079, 0.48193], [0.13872, -0.18383, 1.30021]],
  "atomic_forces_ev_per_a": [[0.1, -0.1, 0.0], [0.5, 0.2, 0.0], [-0.3, -0.2, 0.0], [0.5, 0.3, -0.2], [0.2, -0.1, -0.1], [0.2, 0.2, 0.0], [-0.3, -0.1, 0.0], [0.2, -0.1, 0.0], [0.1, -0.3, -0.1], [0.0, 0.0, -0.1], [-1.6, 0.1, 0.5], [-0.1, -0.3, -0.3], [0.3, 0.3, 0.1], [0.0, 0.1, 0.0], [-0.1, 0.0, 0.0], [0.1, -0.2, 0.1], [0.1, -0.1, 0.0]],
  "mulliken_charge": [-1.0578, -0.0294, -0.1085, -1.0161, 0.3095, -0.4038, -0.6835, 0.3306, 0.3141, 0.2951, 0.5524, 0.2387, 0.2230, 0.3592, 0.2596, 0.1337, 0.2832],
  "de_lowest_kj_mol": 449.1,
  "charge": 0,
  "multiplicity": 1,
  "total_energy_ha": -305.85280,
  "homo_energy_ha": [-0.23518, -0.23524],
  "e_lumo_ev": [0.52, 0.52],
  "orbital_gap_ev": [6.9, 6.9]
}